C29H45FeO2SSi | ωB97M-V/def2-TZVPD

The geometry in XYZ format:
```
79
Properties=species:S:1:pos:R:3:lowdin_charge:R:1
Fe -0.287 1.036 -0.002 0.359
C 4.982 1.646 1.585 -0.072
C 3.960 1.916 0.475 -0.376
C 4.545 2.919 -0.521 -0.078
C 2.613 2.352 1.034 -0.206
C 1.825 3.312 0.400 -0.033
C 0.605 3.711 0.929 -0.059
C 0.121 3.179 2.124 -0.309
C -1.149 3.693 2.740 -0.060
C 0.876 2.176 2.727 -0.055
C 2.097 1.776 2.195 -0.063
H 5.947 1.392 1.143 0.075
H 4.686 0.816 2.225 0.060
H 5.111 2.534 2.209 0.087
H 3.805 0.977 -0.068 0.121
H 4.686 3.895 -0.052 0.087
H 3.902 3.037 -1.393 0.077
H 5.514 2.562 -0.872 0.074
H 2.150 3.772 -0.523 0.110
H 0.037 4.477 0.415 0.124
H -2.012 3.277 2.216 0.018
H -1.202 4.778 2.654 0.080
H -1.215 3.420 3.794 0.075
H 0.518 1.716 3.642 0.113
H 2.648 0.998 2.705 0.100
O -0.482 3.179 -3.550 0.020
C -0.861 2.347 -2.733 -0.631
O -0.109 1.751 -1.883 -0.157
C -2.322 1.929 -2.766 -0.170
C -2.913 1.774 -4.015 -0.043
C -4.245 1.424 -4.153 -0.106
C -5.020 1.254 -3.013 -0.112
C -4.449 1.405 -1.763 -0.145
C -3.092 1.718 -1.611 -0.588
S -2.486 1.845 0.032 0.671
H -2.293 1.928 -4.890 0.113
H -4.677 1.290 -5.138 0.089
H -6.070 0.995 -3.094 0.091
H -5.044 1.273 -0.867 0.087
C -1.783 -3.530 1.574 -0.107
C -1.879 -2.071 1.118 -0.622
C -3.118 -1.934 0.225 -0.116
C -2.117 -1.183 2.349 -0.127
Si -0.293 -1.386 0.148 0.827
C -0.261 -2.162 -1.669 -0.618
C -1.314 -1.461 -2.537 -0.103
C -0.512 -3.671 -1.746 -0.103
C 1.098 -1.843 -2.305 -0.113
C 1.323 -2.061 1.111 -0.610
C 2.536 -1.249 0.632 -0.129
C 1.645 -3.548 0.941 -0.104
C 1.167 -1.771 2.609 -0.120
H -2.729 -3.836 2.039 0.079
H -0.992 -3.676 2.311 0.053
H -1.595 -4.201 0.732 0.060
H -4.024 -2.129 0.814 0.081
H -3.102 -2.652 -0.597 0.059
H -3.198 -0.927 -0.189 0.043
H -3.058 -1.465 2.839 0.079
H -2.193 -0.135 2.056 0.025
H -1.317 -1.278 3.086 0.050
H -2.335 -1.663 -2.217 0.061
H -1.222 -1.804 -3.577 0.085
H -1.165 -0.384 -2.528 0.049
H -1.521 -3.916 -1.408 0.058
H 0.197 -4.243 -1.148 0.053
H -0.421 -4.010 -2.787 0.079
H 1.336 -0.780 -2.206 0.073
H 1.071 -2.079 -3.376 0.081
H 1.905 -2.430 -1.863 0.052
H 2.877 -1.562 -0.354 0.062
H 3.379 -1.368 1.327 0.084
H 2.281 -0.190 0.576 0.026
H 1.939 -3.772 -0.086 0.059
H 0.795 -4.181 1.201 0.059
H 2.484 -3.831 1.592 0.079
H 0.903 -0.723 2.780 0.051
H 2.111 -1.976 3.134 0.080
H 0.400 -2.398 3.063 0.054
```

Summary:
Relative energy (zero: lowest compared OMol25 entry of this formula, charge and spin) in kJ/mol: 9.7
HOMO-LUMO gap (spin up / spin down) in eV: 7.21 / 7.12
LUMO (spin up / spin down) in eV: 2.68 / 2.68
Charge: -1



C29H45InN5Si4Te | ωB97M-V/def2-TZVPD

The geometry in XYZ format:
```
85
Properties=species:S:1:pos:R:3:lowdin_charge:R:1
In -0.495 -4.333 -1.254 0.734
C -3.868 0.191 3.663 -0.048
C -2.915 -0.660 2.869 -0.298
C -1.585 -0.827 3.252 -0.055
C -0.698 -1.580 2.510 -0.032
C -1.074 -2.252 1.324 -0.302
N -0.203 -2.984 0.562 -0.106
C 1.022 -3.346 1.146 -0.315
C 1.099 -4.075 2.340 -0.018
C 2.307 -4.469 2.880 -0.025
C 3.515 -4.184 2.242 -0.267
C 4.829 -4.661 2.798 -0.046
C 3.455 -3.493 1.044 0.023
C 2.239 -3.074 0.514 -0.143
N 2.270 -2.355 -0.722 -0.093
C 3.102 -1.344 -1.049 -0.078
C 2.947 -1.102 -2.395 -0.082
C 1.985 -2.036 -2.809 -0.178
N 1.585 -2.789 -1.796 -0.014
C -2.418 -2.058 0.946 -0.178
C -3.298 -1.288 1.697 -0.006
N -2.946 -2.650 -0.247 -0.121
C -4.103 -3.335 -0.351 -0.055
C -4.365 -3.511 -1.690 -0.046
C -3.293 -2.886 -2.337 -0.198
N -2.430 -2.364 -1.466 -0.066
H -3.764 0.010 4.734 0.082
H -4.903 -0.014 3.390 0.078
H -3.687 1.257 3.496 0.069
H -1.230 -0.353 4.162 0.119
H 0.321 -1.676 2.860 0.107
H 0.173 -4.318 2.847 0.128
H 2.316 -5.027 3.808 0.118
H 4.740 -4.909 3.855 0.078
H 5.604 -3.901 2.691 0.080
H 5.171 -5.555 2.275 0.087
H 4.365 -3.285 0.492 0.127
H 3.745 -0.901 -0.305 0.130
H 3.467 -0.378 -2.998 0.092
H 1.564 -2.189 -3.790 0.116
H -4.317 -1.181 1.339 0.121
H -4.640 -3.641 0.531 0.137
H -5.197 -4.031 -2.131 0.103
H -3.086 -2.824 -3.394 0.111
C -1.902 3.460 -1.421 -0.241
Si -2.416 1.694 -1.829 0.247
C -2.674 1.508 -3.659 -0.213
C -3.883 1.163 -0.828 -0.200
Si 0.603 2.205 -0.823 0.371
Te -0.497 0.095 -1.258 0.843
Si 0.621 2.734 1.476 0.354
C 1.760 1.356 2.044 -0.205
C -1.098 2.534 2.166 -0.206
C 1.340 4.431 1.766 -0.208
Si 2.009 3.227 -2.428 0.353
C 1.635 2.463 -4.084 -0.203
C 3.722 2.809 -1.794 -0.199
C 1.706 5.070 -2.383 -0.205
H -2.680 4.145 -1.774 0.063
H -0.989 3.779 -1.944 -0.008
H -1.795 3.638 -0.347 0.011
H -3.473 2.173 -3.999 0.046
H -2.959 0.482 -3.898 0.034
H -1.766 1.744 -4.214 0.022
H -4.753 1.779 -1.069 0.048
H -3.684 1.238 0.242 0.024
H -4.126 0.122 -1.054 0.028
H 1.347 0.379 1.782 0.008
H 1.858 1.394 3.133 0.048
H 2.764 1.445 1.621 0.031
H -1.548 1.598 1.826 0.013
H -1.751 3.370 1.908 0.035
H -1.040 2.487 3.258 0.049
H 2.336 4.524 1.327 0.027
H 1.432 4.627 2.837 0.041
H 0.706 5.212 1.341 0.034
H 1.704 1.375 -4.038 0.020
H 2.337 2.823 -4.841 0.045
H 0.627 2.719 -4.417 0.027
H 3.886 1.733 -1.725 0.012
H 3.903 3.250 -0.812 0.032
H 4.469 3.217 -2.480 0.047
H 0.708 5.331 -2.737 0.030
H 2.426 5.574 -3.033 0.044
H 1.829 5.474 -1.376 0.029
```

Summary:
HOMO-LUMO gap in eV: 4.96
LUMO in eV: -4.16
Charge: +1



C29H46ErN3OSi3 | ωB97M-V/def2-TZVPD

The geometry in XYZ format:
```
83
Properties=species:S:1:pos:R:3:lowdin_charge:R:1
Er 0.000 0.181 -0.403 1.563
C 4.169 -0.525 -2.750 -0.017
C 3.302 0.677 -2.511 -0.256
C 3.045 1.593 -3.528 -0.015
C 2.293 2.739 -3.301 -0.044
C 1.783 3.003 -2.038 -0.080
C 2.044 2.113 -1.001 -0.185
C 2.787 0.947 -1.238 -0.097
H 4.388 -0.651 -3.808 0.090
H 3.702 -1.438 -2.377 0.083
H 5.120 -0.407 -2.226 0.104
H 3.470 1.420 -4.510 0.133
H 2.124 3.442 -4.107 0.129
H 1.242 3.920 -1.849 0.119
H 1.827 2.412 0.024 0.082
H 3.109 0.329 -0.400 0.113
C 2.388 0.777 2.692 -0.162
Si 0.653 0.212 3.226 0.396
C -0.252 1.809 3.688 -0.162
C 0.797 -0.826 4.786 -0.158
C -0.156 -0.757 1.797 -0.612
Si -2.050 -0.892 1.902 0.383
C -2.663 -1.920 0.411 -0.166
C -2.789 -1.502 3.512 -0.145
C -2.806 0.807 1.466 -0.178
Si 0.596 -2.483 1.645 0.453
C -0.076 -3.776 2.835 -0.155
C 2.486 -2.553 1.656 -0.156
C 0.257 -3.106 -0.148 -0.314
C 0.077 -4.466 -0.385 -0.043
C -0.062 -4.948 -1.675 -0.006
C 0.035 -4.046 -2.728 -0.022
C 0.242 -2.716 -2.435 -0.135
N 0.325 -2.233 -1.183 -0.050
H 2.871 1.268 3.541 0.051
H 2.372 1.512 1.880 0.004
H 3.034 -0.050 2.395 0.014
H 0.148 2.144 4.648 0.050
H -1.329 1.679 3.817 0.029
H -0.083 2.621 2.977 0.010
H 1.306 -0.263 5.571 0.048
H 1.369 -1.742 4.621 0.027
H -0.187 -1.107 5.170 0.038
H -2.321 -2.955 0.433 0.031
H -2.349 -1.488 -0.554 0.005
H -3.755 -1.936 0.402 0.056
H -2.272 -2.383 3.895 0.024
H -3.843 -1.758 3.386 0.049
H -2.727 -0.722 4.275 0.043
H -3.013 0.878 0.393 0.015
H -2.193 1.652 1.779 0.001
H -3.770 0.921 1.967 0.060
H -0.146 -3.363 3.843 0.027
H 0.582 -4.646 2.894 0.051
H -1.072 -4.126 2.555 0.044
H 2.890 -2.324 2.644 0.039
H 2.937 -1.868 0.932 0.019
H 2.810 -3.563 1.398 0.049
H 0.048 -5.146 0.456 0.114
H -0.229 -6.001 -1.861 0.129
H -0.044 -4.370 -3.756 0.122
H 0.374 -2.001 -3.237 0.086
N -4.731 6.441 0.462 0.225
C -3.934 5.664 0.183 -0.140
C -2.961 4.663 -0.131 -0.174
C -3.175 3.748 -1.160 0.038
C -2.248 2.745 -1.356 -0.125
N -1.137 2.605 -0.618 -0.023
C -0.916 3.529 0.328 -0.137
C -1.785 4.561 0.610 0.037
H -4.053 3.818 -1.786 0.140
H -2.410 2.010 -2.132 0.101
H 0.006 3.439 0.892 0.104
H -1.560 5.267 1.397 0.142
C 0.149 0.146 -4.917 -0.056
C -0.702 0.921 -3.934 -0.244
O -1.064 0.119 -2.768 -0.201
H 0.416 0.795 -5.751 0.101
H -0.397 -0.709 -5.320 0.093
H 1.074 -0.197 -4.451 0.064
H -1.621 1.264 -4.411 0.131
H -0.163 1.781 -3.544 0.093
H -1.601 -0.612 -3.095 0.106
```

Summary:
Relative energy (zero: lowest compared OMol25 entry of this formula, charge and spin) in kJ/mol: 32.6
Multiplicity: 4
HOMO-LUMO gap (spin up / spin down) in eV: 7.82 / 7.88
LUMO (spin up / spin down) in eV: -6.30 / -6.21
Charge: +2



C29H46P2Zr | ωB97M-V/def2-TZVPD

The geometry in XYZ format:
```
78
Properties=species:S:1:pos:R:3:lowdin_charge:R:1
Zr -2.108 1.263 -0.454 1.205
C 0.479 -0.093 0.458 -0.196
C -0.288 0.771 1.339 -0.315
C -1.358 -1.293 1.152 -0.225
C -0.199 -1.325 0.340 -0.218
C -1.497 0.028 1.711 -0.350
C 1.873 0.135 -0.001 -0.015
H 2.374 0.927 0.567 0.087
H 1.912 0.391 -1.068 0.093
H 2.468 -0.781 0.124 0.101
C 0.293 -2.505 -0.414 -0.003
H 1.381 -2.594 -0.325 0.090
H 0.036 -2.426 -1.480 0.095
H -0.150 -3.429 -0.032 0.078
C -2.129 -2.489 1.571 -0.007
H -1.653 -3.402 1.192 0.081
H -3.169 -2.487 1.215 0.092
H -2.140 -2.558 2.669 0.101
C -2.381 0.346 2.869 -0.058
H -2.214 -0.387 3.673 0.103
H -3.447 0.300 2.611 0.057
H -2.181 1.345 3.267 0.076
C 0.348 1.777 2.238 -0.024
H -0.230 1.915 3.159 0.084
H 0.465 2.752 1.761 0.043
H 1.356 1.436 2.524 0.105
C 2.238 2.944 -2.867 -0.108
C 3.348 3.280 -2.189 -0.092
C 3.439 4.243 -1.044 -0.166
C 2.447 5.444 -1.037 -0.169
C 1.306 5.237 -0.108 -0.089
C 0.473 4.209 -0.105 -0.154
C 0.497 3.063 -1.060 -0.198
C 0.857 3.416 -2.520 -0.179
H 4.459 4.665 -1.033 0.121
H 2.119 5.673 -2.062 0.119
H 3.364 3.691 -0.090 0.122
H 0.697 4.491 -2.705 0.118
H 2.322 2.321 -3.767 0.110
H 4.315 2.844 -2.476 0.118
H 0.154 2.887 -3.181 0.082
H 1.220 2.314 -0.708 0.084
H -0.302 4.152 0.670 0.093
H -0.521 2.541 -1.083 0.000
H 3.017 6.318 -0.695 0.120
H 1.123 6.049 0.605 0.123
P -3.003 3.146 -1.808 0.761
C -3.074 3.446 -3.589 -0.206
C -3.046 4.841 -1.108 -0.217
P -4.468 1.521 0.083 0.735
C -4.742 2.624 -1.384 -0.458
C -4.508 2.772 1.451 -0.230
C -6.045 0.696 0.278 -0.209
H -3.615 2.637 -4.093 0.064
H -2.061 3.502 -4.000 0.050
H -3.586 4.400 -3.761 0.070
H -3.823 5.389 -1.659 0.069
H -2.062 5.309 -1.251 0.055
H -3.293 4.825 -0.037 0.042
H -6.651 0.822 -0.627 0.068
H -6.562 1.130 1.145 0.070
H -5.861 -0.365 0.488 0.057
H -5.221 2.089 -2.218 0.076
H -5.351 3.496 -1.101 0.075
H -4.733 2.230 2.382 0.058
H -5.309 3.498 1.239 0.073
H -3.549 3.296 1.596 0.044
C -3.072 -1.429 -3.953 -0.048
C -3.483 -1.327 -2.635 -0.037
C -2.729 -0.498 -1.763 -0.259
C -1.652 0.282 -2.274 -0.271
C -1.219 0.100 -3.581 -0.075
C -1.950 -0.741 -4.423 -0.033
H -3.595 -2.097 -4.638 0.127
H -4.344 -1.899 -2.278 0.122
H -2.908 -0.601 -0.643 0.057
H -0.329 0.625 -3.943 0.108
H -1.618 -0.886 -5.449 0.125
```

Summary:
Relative energy (zero: lowest compared OMol25 entry of this formula, charge and spin) in kJ/mol: 0.0
HOMO-LUMO gap in eV: 6.18
LUMO in eV: -7.12
Charge: +2